166
Properties=species:S:1:pos:R:3:forces:R:3:lowdin_spin:R:1 method="wB97M-V/def2-TZVPD" spin_multiplicity=5 orbital_gap_ev="8.3 / 7.0" lumo_ev="0.5 / -0.7"
C 3.516153 2.985233 0.014335 0.1 -1.5 -0.6 0.014
C 4.029109 4.403364 -0.201136 -0.2 -0.8 0.9 0.019
C 5.197784 4.580791 0.776285 -0.5 1.1 0.7 0.001
C 6.439447 3.957876 0.331084 1.3 -1.9 -1.4 0.000
C 6.777608 4.348373 -1.117392 -0.5 0.4 1.0 0.000
C 5.659097 4.224169 -2.220398 1.4 0.4 0.4 0.018
N 4.407810 4.791707 -1.604739 -3.6 -0.2 -3.4 0.324
O 3.255385 4.974035 -2.543692 4.9 -0.9 3.9 0.607
C 6.243233 5.058963 -3.403168 -1.0 -0.1 -1.1 0.002
C 5.584133 2.783609 -2.748063 0.1 -0.9 0.3 0.012
C 2.923094 5.256598 0.300197 -1.5 1.2 -1.1 0.000
H 4.333332 2.333813 0.324108 0.0 -0.3 -0.2 0.000
H 3.004756 2.524619 -0.830896 0.2 0.2 -0.4 0.001
H 2.769497 2.920706 0.805815 0.2 0.4 0.2 0.001
H 5.280719 5.652393 0.957673 0.5 0.3 -0.3 0.000
H 4.963217 4.228354 1.780708 -0.6 -0.4 -0.1 0.000
H 6.429072 2.867939 0.337614 -1.0 -0.5 -0.1 0.000
H 7.294352 3.981968 1.006846 0.2 1.3 0.0 0.000
H 7.662203 3.764237 -1.371128 0.1 0.4 -0.6 0.000
H 6.953226 5.421907 -1.048169 0.6 0.1 -0.4 0.001
H 6.649072 6.060361 -3.259672 -0.3 -0.1 0.8 0.000
H 7.015244 4.517985 -3.950385 0.4 -0.4 0.6 0.000
H 5.525458 5.149317 -4.218484 -0.6 0.2 0.2 -0.001
H 5.247950 2.007152 -2.060892 -0.7 0.4 0.4 0.000
H 5.070269 2.642606 -3.698930 -0.3 0.4 0.1 0.001
H 6.594812 2.405415 -2.901671 0.4 0.5 -0.3 0.001
H 2.655489 5.087742 1.343253 0.6 0.2 0.1 0.000
H 2.016495 4.989821 -0.242954 -0.1 0.1 -0.2 -0.001
H 3.126075 6.293498 0.032369 -0.1 0.2 0.5 0.000
C 0.416839 3.962280 7.615450 1.3 0.4 -0.9 0.014
C 0.084784 2.664990 6.851028 -2.1 0.3 1.6 0.020
C -1.455880 2.744758 6.544279 0.4 1.7 -0.2 -0.001
C -1.750532 3.721467 5.365593 0.2 -2.2 -0.1 0.000
C -1.074890 3.042442 4.179725 0.1 0.3 0.0 0.000
C 0.467714 3.011848 4.320135 -0.2 1.0 -0.8 0.019
N 0.891116 2.345671 5.627263 4.2 1.5 0.9 0.315
O 2.340648 2.294750 5.874542 -5.8 0.2 -1.1 0.612
C 1.052507 2.277125 3.139501 0.2 -1.4 0.3 0.002
C 0.953913 4.472312 3.994119 1.6 0.2 1.4 0.013
C 0.109179 1.617444 7.952529 1.4 -1.8 0.0 0.003
H -0.086396 4.003601 8.581444 -0.1 -0.1 -0.2 0.001
H 0.203760 4.876096 7.060800 -0.2 0.0 -0.1 0.000
H 1.493421 3.967020 7.785918 0.1 0.1 0.2 0.002
H -1.896763 1.748810 6.501821 0.1 -0.1 -1.1 0.000
H -1.989108 3.129703 7.413522 0.5 0.2 0.5 0.000
H -1.306256 4.716140 5.402130 -0.1 0.0 0.8 0.000
H -2.831817 3.807618 5.258303 0.0 0.1 -0.3 0.000
H -1.274269 3.651232 3.297834 0.0 -0.4 -0.3 0.000
H -1.446514 2.029602 4.024310 -0.2 0.0 0.0 0.000
H 0.776564 1.222658 3.145584 0.0 -0.2 0.1 0.000
H 0.669200 2.663462 2.195086 0.1 0.3 0.1 0.000
H 2.137794 2.341732 3.217536 0.0 -0.1 -0.3 -0.001
H 0.583152 4.862902 3.046455 -0.7 -0.1 0.3 0.001
H 0.946235 5.193344 4.811529 -1.0 0.1 0.0 0.000
H 2.028663 4.516383 3.817880 0.4 -0.7 -0.1 0.001
H 1.081702 1.426739 8.406312 0.4 0.3 -0.3 0.000
H -0.170804 0.638726 7.562872 -0.3 -0.1 -0.1 0.000
H -0.500820 1.832778 8.829815 -0.4 0.4 -0.5 0.000
C -3.185261 -9.294447 0.466615 -1.3 0.3 -0.2 0.004
C -3.856062 -7.969030 1.095711 2.1 -0.9 0.1 0.019
C -2.767452 -7.402028 2.050241 0.0 -0.1 0.7 0.001
C -2.960051 -5.981891 2.544209 0.4 -0.2 -0.8 0.000
C -3.107868 -5.046355 1.382351 1.3 0.3 1.1 0.000
C -4.095774 -5.482843 0.360816 -3.0 1.5 -1.4 0.019
N -4.041951 -6.954019 0.016285 -2.6 -1.5 -3.2 0.355
O -4.787646 -7.441903 -1.137780 3.0 2.4 4.7 0.562
C -5.583539 -5.075602 0.775882 0.3 -0.1 -0.1 0.019
C -3.832547 -4.533860 -0.833818 0.2 -1.1 -1.3 0.002
C -5.083827 -8.351062 1.928833 -1.2 -0.3 -0.6 0.014
H -2.502200 -9.163088 -0.372597 0.5 0.8 0.5 -0.001
H -3.873321 -9.968016 -0.044245 -0.8 0.2 0.4 0.000
H -2.739632 -9.896523 1.258471 0.2 0.3 0.1 0.000
H -2.696353 -7.945029 2.992681 -0.3 -0.9 -0.3 0.000
H -1.771654 -7.509712 1.620249 0.0 0.2 -0.4 0.000
H -2.034597 -5.723894 3.059064 -0.3 0.2 0.5 0.000
H -3.844287 -5.863412 3.170456 0.1 -0.2 0.3 0.000
H -2.148074 -4.828573 0.913881 0.3 -0.7 -0.3 0.000
H -3.275431 -4.071433 1.840100 -1.0 0.3 -0.5 -0.001
H -6.287227 -5.145650 -0.053581 0.2 -0.7 -0.2 0.002
H -6.004464 -5.598068 1.634933 0.2 -0.1 0.0 0.000
H -5.651829 -4.005159 0.969713 0.5 0.1 0.4 0.002
H -2.862768 -4.741106 -1.286255 0.3 0.1 0.2 0.000
H -4.512245 -4.664036 -1.675934 -0.4 -0.2 0.2 -0.001
H -3.876475 -3.477540 -0.568566 0.0 -0.2 0.4 0.000
H -4.950582 -9.219017 2.574584 0.7 -0.1 -0.1 0.001
H -5.890904 -8.657746 1.263497 -0.1 0.1 -0.2 0.001
H -5.534115 -7.611382 2.590811 0.5 0.5 -0.2 0.000
C -1.252882 -0.456836 1.413461 -0.5 1.7 -0.6 0.007
C -0.757393 -0.321195 -0.097809 -1.4 -3.4 2.5 0.027
C -1.022884 -1.820309 -0.554174 -0.3 0.8 -1.1 0.000
C -0.921044 -2.048556 -2.075116 0.6 0.0 1.7 0.000
C -1.784444 -1.036248 -2.796911 -0.2 -1.6 0.0 0.000
C -1.637335 0.426563 -2.417151 -1.3 0.2 -0.5 0.020
N -1.566302 0.631823 -0.894870 1.2 4.0 0.2 0.381
O -1.539555 2.023570 -0.507460 -0.1 -5.5 -1.3 0.522
C -0.412277 1.001984 -3.138985 -0.8 1.0 -0.3 0.014
C -3.018688 1.048432 -2.898291 0.7 0.4 0.7 0.004
C 0.738906 -0.174162 0.064941 0.2 2.0 -0.9 0.017
H -2.285298 -0.793334 1.508330 0.0 -0.1 -0.3 0.000
H -1.213171 0.530916 1.872646 0.0 0.2 0.1 0.000
H -0.621380 -1.096058 2.030475 0.2 -0.2 -0.4 0.000
H -0.363661 -2.460856 0.031668 0.3 0.1 -0.2 0.000
H -2.015548 -2.175166 -0.277027 -0.3 0.5 0.2 0.000
H -1.228684 -3.086647 -2.200854 -0.2 0.1 -0.7 0.000
H 0.128370 -1.996869 -2.365196 0.1 0.1 -0.2 0.000
H -2.826142 -1.343103 -2.702965 -0.2 0.0 0.3 0.000
H -1.577925 -1.210061 -3.852959 -0.1 0.8 -0.2 0.000
H -0.623495 1.153870 -4.197483 -0.5 -0.3 -0.2 0.001
H -0.298222 2.032191 -2.801678 0.7 -0.1 0.4 0.002
H 0.476734 0.371523 -3.155103 0.1 0.2 0.7 0.000
H -3.037955 2.135580 -2.821914 0.1 0.0 0.1 0.000
H -3.316701 0.778330 -3.911374 0.6 -0.1 -0.1 0.000
H -3.821158 0.658543 -2.272080 0.1 0.0 0.3 0.000
H 0.899903 0.668353 0.737498 0.2 -0.2 0.3 0.001
H 1.204047 0.185429 -0.852899 0.3 -0.5 -0.2 0.000
H 1.188458 -1.091582 0.444869 0.0 0.3 -0.1 0.001
N -0.888695 7.085250 -3.716032 0.2 -0.9 -0.2 0.000
C 0.048413 6.360508 -3.004313 -0.7 0.1 0.8 0.000
C -0.609764 5.265620 -2.401467 0.6 0.7 -1.8 0.000
C -1.913150 5.216204 -2.999905 0.4 1.2 -0.2 0.000
C -2.035080 6.370768 -3.761184 -0.9 -1.1 -0.2 0.000
H -0.763621 7.892895 -4.309477 0.4 -0.3 0.3 0.000
H 1.062514 6.723962 -3.081205 0.1 -0.3 0.7 0.000
H -0.171415 4.489452 -1.791702 0.1 0.2 0.0 0.001
H -2.651530 4.428132 -2.987865 0.1 0.1 0.4 0.000
H -2.791376 6.620156 -4.490711 -0.2 0.2 0.3 0.000
N 0.665685 -7.457019 -2.611801 -0.7 -0.5 -0.5 0.000
C -0.356848 -6.835020 -1.962669 -1.6 -2.9 0.7 0.000
C 0.029960 -5.644911 -1.508396 -0.4 1.2 -0.3 0.000
C 1.303179 -5.418382 -2.062075 0.5 0.2 -0.5 0.000
C 1.674476 -6.582787 -2.728696 1.1 1.8 0.1 0.000
H 0.615246 -8.362297 -3.056797 0.0 0.3 0.2 0.000
H -1.259762 -7.389436 -1.753437 -0.1 0.1 0.0 0.000
H -0.645999 -4.992911 -0.975140 0.4 0.2 0.1 0.000
H 1.710241 -4.420040 -2.125380 0.7 -0.4 0.1 0.000
H 2.558016 -6.788803 -3.314619 -0.1 0.0 0.1 0.000
N 0.099873 -2.880555 -6.658110 1.3 1.2 -2.2 0.000
C 0.390417 -1.852021 -5.816596 0.0 -1.3 2.0 0.000
C 1.159827 -0.895166 -6.415208 -0.7 0.6 0.7 0.000
C 1.214519 -1.223699 -7.771269 0.1 -2.2 -0.6 0.000
C 0.667688 -2.509048 -7.882507 -0.4 0.6 -0.2 0.000
H -0.307905 -3.771663 -6.413677 0.1 0.4 -0.1 0.000
H 0.142701 -2.087631 -4.792137 0.2 0.7 0.2 0.000
H 1.615972 -0.058258 -5.907369 -0.2 0.1 -0.1 0.000
H 1.663806 -0.688193 -8.594534 0.1 0.0 0.2 0.000
H 0.624956 -3.121369 -8.771116 -0.2 -0.1 0.2 0.000
N -3.753471 2.471932 1.571968 -0.1 -0.6 0.8 0.003
C -4.155669 1.567375 2.556255 -0.5 1.4 -0.2 0.000
C -5.094908 2.239386 3.357330 0.8 0.5 -1.3 0.000
C -5.193658 3.568128 2.822876 -0.1 0.2 -0.2 0.000
C -4.364070 3.681234 1.725211 0.0 -1.1 0.3 0.000
H -3.079684 2.331394 0.832802 0.2 -0.4 0.1 0.000
H -3.733087 0.573651 2.574600 -0.2 0.1 0.1 0.000
H -5.751523 1.912148 4.149893 0.4 -0.4 0.0 0.000
H -5.846117 4.351915 3.178373 0.0 -0.1 0.1 0.000
H -4.134961 4.397505 0.950059 -0.3 0.4 0.4 0.000
N 5.218013 -1.137377 -2.309990 0.6 0.8 0.4 0.000
C 4.781446 -2.067308 -1.406620 -1.8 0.4 -0.7 0.000
C 3.399413 -2.165388 -1.684976 1.5 -2.5 2.5 0.000
C 3.083212 -1.358430 -2.726153 -1.8 1.6 -1.5 0.000
C 4.171090 -0.631512 -3.032684 2.0 0.4 -0.8 0.000
H 6.149244 -0.753939 -2.386592 -0.2 -0.2 0.2 0.000
H 5.406397 -2.493543 -0.635801 -0.1 0.0 -0.3 0.000
H 2.715752 -2.829726 -1.177364 0.1 0.0 0.1 0.000
H 2.148192 -1.236547 -3.252738 -0.1 -0.1 0.3 0.000
H 4.368677 0.193476 -3.701083 -0.2 -0.3 -0.2 0.000